Entry 1:
C8H18O3S2 | wB97M-V/def2-TZVPD

Geometry as XYZ:
```
31
Properties=species:S:1:pos:R:3:mulliken_charge:R:1
C -1.594 -0.962 -2.169 -1.3339
C -2.671 -2.448 -0.555 -1.4658
C -2.797 -0.087 -0.069 -1.4701
C 2.715 1.149 -0.574 -1.4490
C 1.881 2.445 1.401 -1.8694
C 2.533 0.051 1.699 -2.0341
C -1.935 -1.169 -0.717 1.3253
C 1.918 1.041 0.753 1.6838
O 0.469 -2.167 -0.403 -0.5706
O -0.555 1.122 1.436 -0.6031
O -0.039 1.325 -1.063 -0.6534
S -0.368 -1.308 0.409 0.2862
S 0.167 0.719 0.266 1.0200
H -0.844 -0.095 -2.377 0.2196
H -1.281 -1.989 -2.368 0.4023
H -2.548 -0.689 -2.658 0.4037
H -3.486 -2.436 0.160 0.3048
H -1.883 -3.251 -0.266 0.3677
H -2.902 -3.061 -1.372 0.3967
H -3.614 0.177 -0.695 0.4292
H -3.190 -0.498 0.910 0.3829
H -2.333 0.892 0.268 0.3649
H 2.416 0.540 -1.422 0.2829
H 2.746 2.239 -0.895 0.2845
H 3.688 0.884 -0.219 0.4917
H 2.850 2.923 1.519 0.4231
H 1.481 2.428 2.508 0.3028
H 1.176 2.989 0.916 0.5978
H 1.837 -0.093 2.433 0.5678
H 2.692 -0.998 1.136 0.3055
H 3.468 0.328 2.008 0.6062
```

Calculated values
HOMO energy: -9.4 eV
Largest force on an atom: 5.7 eV/A
LUMO energy: 0.590 eV
Frontier orbital gap: 10.0 eV
ΔE to the lowest compared entry with this formula, charge and spin: 4.21 kcal/mol

---

Entry 2:
C8H18S2Si | wB97M-V/def2-TZVPD

Geometry as XYZ:
```
29
Properties=species:S:1:pos:R:3:mulliken_charge:R:1
C 0.046 -0.494 -1.772 -1.4322
C -0.065 -0.094 -0.358 0.2638
Si 1.755 0.019 0.472 0.5124
C 1.818 0.560 2.311 -1.1062
C 2.617 1.445 -0.521 -1.1092
C 2.396 -1.744 0.406 -1.0484
S -1.033 -1.469 0.449 -0.1055
C -2.758 -1.187 -0.164 -0.6626
C -3.310 0.102 0.351 -0.5016
C -2.761 1.370 -0.311 -0.5877
S -0.960 1.711 -0.038 -0.1030
H 0.935 -1.133 -1.965 0.3082
H 0.166 0.337 -2.424 0.3878
H -0.724 -1.011 -2.264 0.3760
H 2.678 1.106 2.336 0.4104
H 0.945 1.333 2.433 0.2341
H 1.811 -0.164 3.101 0.3557
H 2.243 2.424 -0.179 0.2895
H 3.731 1.455 -0.463 0.3500
H 2.422 1.307 -1.559 0.3705
H 3.542 -1.800 0.222 0.3419
H 2.365 -2.419 1.284 0.3204
H 1.776 -2.225 -0.415 0.2500
H -3.146 -2.240 0.242 0.2752
H -2.920 -1.246 -1.201 0.3818
H -4.368 0.058 0.072 0.3301
H -3.107 0.337 1.432 0.2575
H -2.927 1.300 -1.488 0.2901
H -3.167 2.362 0.012 0.3511
```

Calculated values
HOMO energy: -8.4 eV
Largest force on an atom: 4.4 eV/A
LUMO energy: 0.652 eV
Frontier orbital gap: 9.0 eV
Structure (SMILES): CC1([Si](C)(C)C)SCCCS1
ΔE to the lowest compared entry with this formula, charge and spin: 0.00 kcal/mol

---

Entry 3:
C8H19FN | wB97M-V/def2-TZVPD

Geometry as XYZ:
```
29
Properties=species:S:1:pos:R:3:mulliken_charge:R:1
C -2.644 -1.720 -0.751 -1.5730
C -0.922 -1.845 1.018 -1.0647
C 2.255 1.274 -0.708 -1.2375
C 1.638 0.872 1.876 -1.3635
C 0.025 -0.948 -1.896 -1.3192
C -1.568 -0.945 0.084 0.7255
C 1.514 1.360 0.485 0.7555
C -0.798 -0.146 -0.853 0.2438
N 0.502 2.570 0.579 -0.3120
F -1.148 1.081 -1.189 -0.4619
H -3.449 -1.933 -0.078 0.4144
H -2.063 -2.560 -1.013 0.4448
H -2.944 -1.190 -1.630 0.3961
H -1.564 -2.086 1.852 0.4061
H -0.723 -2.790 0.509 0.4047
H 0.055 -1.429 1.363 -0.0095
H 2.818 0.399 -0.565 0.3590
H 3.078 2.082 -0.656 0.3944
H 1.659 1.344 -1.625 0.3044
H 1.630 -0.175 1.901 0.2129
H 0.847 1.134 2.640 0.4403
H 2.580 1.099 2.416 0.2982
H 0.446 -1.752 -1.357 0.4150
H -0.518 -1.537 -2.614 0.3940
H 0.753 -0.297 -2.365 0.3049
H -2.095 -0.113 0.615 0.3291
H 0.888 3.443 0.349 0.3190
H 0.117 2.561 1.617 0.4035
H -0.372 2.246 -0.006 0.3757
```

Calculated values
HOMO energy (alpha / beta): -11.0 / -12.3 eV
Net charge: +1
Largest force on an atom: 5.4 eV/A
LUMO energy (alpha / beta): -3.871 / -3.107 eV
Frontier orbital gap (alpha / beta): 7.1 / 9.1 eV
ΔE to the lowest compared entry with this formula, charge and spin: 61.16 kcal/mol

---

Entry 4:
C8H19GaIN2O3 | wB97M-V/def2-TZVPD

Geometry as XYZ:
```
34
Properties=species:S:1:pos:R:3:mulliken_charge:R:1
C 0.297 -2.803 3.531 -1.1123
C -0.736 -2.163 2.585 -0.5712
C -0.594 -2.592 1.117 0.0587
C -1.767 -2.021 0.287 -1.2699
Ga 1.206 -1.973 0.385 0.1831
I 2.235 -4.075 -0.787 -0.4759
N 0.847 -0.409 -0.737 0.2452
C 1.010 0.872 -0.062 -0.9901
C 1.152 -0.356 -2.077 0.4918
C 0.401 0.695 -2.895 -1.0228
O 1.967 -1.068 -2.635 -0.6240
H 0.869 -2.052 4.082 0.2609
H 1.021 -3.398 2.968 0.2420
H -0.187 -3.460 4.259 0.3187
H -0.683 -1.068 2.642 0.2548
H -1.746 -2.429 2.939 0.3906
H -0.645 -3.686 1.084 0.4384
H -2.509 -2.793 0.049 0.3293
H -2.289 -1.231 0.842 0.2863
H -1.447 -1.580 -0.660 0.2827
H 2.186 -1.497 1.561 -0.3840
H 0.275 1.618 -0.398 0.1335
H 2.021 1.287 -0.184 0.2765
H 0.838 0.738 1.009 0.4016
H -0.513 1.018 -2.399 0.2703
H 0.203 0.302 -3.892 0.3620
H 1.053 1.572 -2.992 0.2269
C -0.239 5.145 -1.540 -0.7632
N -1.149 4.022 -1.180 0.8755
O -1.609 3.357 -2.083 -0.4993
O -1.355 3.850 0.003 -0.5082
H -0.146 5.172 -2.619 0.3089
H -0.680 6.055 -1.146 0.2898
H 0.713 4.948 -1.058 0.2936
```

Calculated values
HOMO energy: -4.5 eV
Net charge: -1
Largest force on an atom: 0.8 eV/A
LUMO energy: 2.120 eV
Frontier orbital gap: 6.6 eV